This record from the Open Molecules 2025 dataset describes 2 unconnected molecules or ions with the total composition C19H28NO2 in a non-equilibrium geometry. The level of theory is ωB97M-V/def2-TZVPD.

HOMO energy = -9.911 eV
charge = +1
lowest unoccupied orbital energy = -0.195 hartree
HOMO-LUMO gap = 4.6 eV
maximum force = 4.5 eV/A

Last column: natural (NBO) charge in e.
Cartesian coordinates (Å):
C1 3.78602 -0.93867 3.76890  -0.27
O1 2.99748 0.28038 3.80107  -0.45
C2 1.68058 0.26268 3.47506  0.43
C3 1.04306 1.52024 3.29078  -0.27
C4 -0.21988 1.57924 2.73600  -0.09
C5 -0.92685 0.40492 2.37490  -0.26
C6 -2.26701 0.50369 1.81660  0.45
O2 -3.14691 -0.44537 2.19757  -0.52
C7 -4.11092 -0.26017 3.24898  -0.25
C8 -0.32368 -0.84412 2.67575  -0.02
C9 0.94244 -0.92416 3.23229  -0.33
H1 4.81844 -0.59904 3.87505  0.23
H2 3.51964 -1.59348 4.60936  0.20
H3 3.66747 -1.48003 2.82135  0.20
H4 1.56703 2.42928 3.59135  0.26
H5 -0.73190 2.53298 2.60926  0.23
H6 -2.65471 1.51766 1.62124  0.22
H7 -4.58319 -1.24093 3.36885  0.23
H8 -3.60910 0.04250 4.17356  0.20
H9 -4.87462 0.48161 2.97420  0.20
H10 -0.89908 -1.75666 2.51376  0.23
H11 1.37501 -1.89796 3.48851  0.25
C10 -1.23809 0.78977 -3.13440  -0.39
C11 -2.32574 -0.02659 -3.83369  -0.40
C12 -3.70903 0.15588 -3.21228  -0.43
C13 -3.70053 0.43411 -1.72471  0.26
N1 -4.93656 0.64161 -1.19478  -0.42
C14 -6.15938 0.50787 -1.93926  -0.20
C15 -7.28749 0.76542 -0.92435  -0.41
C16 -6.62182 1.20377 0.38719  -0.41
C17 -5.11256 1.02200 0.17714  -0.20
C18 -2.54780 0.50593 -0.97862  -0.30
C19 -1.20501 0.53152 -1.61810  -0.43
H12 -0.25786 0.55214 -3.55950  0.22
H13 -1.43591 1.85473 -3.30020  0.20
H14 -2.38520 0.28727 -4.87946  0.22
H15 -2.05670 -1.08818 -3.82198  0.20
H16 -4.20077 1.01266 -3.70935  0.22
H17 -4.31720 -0.73949 -3.42921  0.23
H18 -6.22099 1.23069 -2.76468  0.19
H19 -6.26097 -0.49023 -2.38375  0.20
H20 -7.97238 1.53570 -1.29570  0.23
H21 -7.85652 -0.16052 -0.77317  0.22
H22 -6.81520 2.25705 0.61071  0.22
H23 -6.94433 0.59880 1.23976  0.21
H24 -4.72803 0.23147 0.83750  0.18
H25 -4.54921 1.94262 0.42536  0.18
H26 -2.55491 0.47286 0.11563  0.16
H27 -0.71338 -0.43766 -1.43931  0.19
H28 -0.57734 1.28923 -1.12172  0.21

Forces on the atoms, in the same order (eV/Å):
C -0.21 0.04 0.17
O -1.41 -0.13 -0.27
C 0.84 -0.08 -0.42
C -0.16 -0.03 0.16
C 0.24 0.23 -0.27
C -0.55 -0.47 -1.19
C -0.27 0.19 4.47
O 1.80 0.14 -1.44
C -0.58 0.37 0.05
C 0.06 -0.29 0.49
C -0.14 -0.09 -0.07
H -0.26 -0.09 -0.01
H 0.05 0.21 -0.20
H -0.07 0.27 0.17
H -0.13 -0.32 -0.16
H 0.36 -0.06 -0.08
H 0.05 -0.47 -0.03
H 0.19 0.32 -0.03
H 0.04 -0.09 -0.20
H 0.28 -0.14 0.02
H 0.24 0.22 -0.12
H -0.22 0.45 -0.25
C -0.29 0.14 0.34
C 0.25 -0.11 0.07
C 0.22 0.51 -0.25
C 0.59 0.11 0.90
N 0.25 -0.05 0.14
C -0.78 0.08 -0.34
C -0.27 -0.24 -0.08
C 0.35 0.28 0.13
C 0.05 -0.26 0.49
C -1.02 -0.17 -1.74
C 0.70 -0.54 0.08
H -0.14 0.13 0.02
H 0.07 -0.05 -0.03
H 0.08 -0.21 0.04
H 0.04 0.10 0.01
H 0.03 -0.36 0.21
H 0.11 0.41 0.22
H 0.10 -0.10 0.13
H 0.05 0.14 0.08
H 0.08 -0.28 0.10
H 0.04 0.32 -0.04
H -0.19 -0.22 0.00
H -0.14 0.20 -0.15
H -0.11 0.14 -0.29
H -0.06 -0.14 -0.26
H -0.26 0.00 -0.35
H 0.17 0.13 -0.06
H -0.04 -0.14 -0.20


This record from the Open Molecules 2025 dataset describes a single C19H28O5 molecule. The level of theory is ωB97M-V/def2-TZVPD.

HOMO energy = -8.392 eV
charge = 0
lowest unoccupied orbital energy = 0.026 hartree
HOMO-LUMO gap = 9.1 eV
SMILES = CCOC(=O)C(CCCCOc1cccc(CC)c1)C(=O)OCC
maximum force = 0.5 eV/A

Last column: natural (NBO) charge in e.
Cartesian coordinates (Å):
C1 -0.87969 3.23578 -2.56118  -0.62
C2 0.41577 3.69881 -1.92279  -0.07
O1 1.18479 2.54084 -1.58743  -0.51
C3 2.31298 2.74381 -0.92158  0.81
O2 2.71186 3.82441 -0.57530  -0.59
C4 3.07382 1.44285 -0.68475  -0.40
C5 2.15468 0.26133 -0.37194  -0.38
C6 1.36702 0.48063 0.91682  -0.40
C7 0.48200 -0.71963 1.23810  -0.42
C8 -0.31331 -0.50023 2.52775  -0.06
O3 -1.10420 -1.61428 2.87578  -0.51
C9 -2.26908 -1.85635 2.20732  0.40
C10 -2.83942 -1.03318 1.24349  -0.35
C11 -4.04293 -1.39698 0.66160  -0.18
C12 -4.68387 -2.56515 1.02259  -0.25
C13 -4.12337 -3.39832 1.98490  0.02
C14 -4.83159 -4.64816 2.42442  -0.42
C15 -5.76214 -4.34752 3.60087  -0.59
C16 -2.92338 -3.03407 2.56790  -0.30
C17 3.83637 1.20229 -1.98463  0.81
O4 3.35483 0.73488 -2.98038  -0.59
O5 5.10058 1.59230 -1.85890  -0.50
C18 5.93150 1.51439 -3.02198  -0.08
C19 5.73555 2.72800 -3.91798  -0.64
H1 -1.44906 2.63039 -1.86113  0.21
H2 -1.47357 4.09763 -2.85088  0.22
H3 -0.66442 2.63706 -3.44178  0.22
H4 0.23376 4.27914 -1.01103  0.19
H5 0.99906 4.32143 -2.61010  0.19
H6 3.79876 1.62378 0.11220  0.25
H7 2.76534 -0.63902 -0.27636  0.21
H8 1.47378 0.11924 -1.21158  0.23
H9 2.06004 0.65282 1.74379  0.20
H10 0.74507 1.37261 0.81663  0.20
H11 1.09605 -1.61412 1.35932  0.21
H12 -0.20614 -0.90266 0.41068  0.21
H13 -0.92529 0.40801 2.45580  0.17
H14 0.37574 -0.37937 3.36908  0.19
H15 -2.36792 -0.11249 0.93812  0.21
H16 -4.48010 -0.75256 -0.08755  0.21
H17 -5.61982 -2.83587 0.55659  0.21
H18 -5.41711 -5.05243 1.59627  0.21
H19 -4.10097 -5.40051 2.72712  0.21
H20 -6.27443 -5.25123 3.92324  0.21
H21 -6.50701 -3.60855 3.31422  0.21
H22 -5.19327 -3.95153 4.43891  0.21
H23 -2.46386 -3.65792 3.31938  0.22
H24 5.69314 0.59451 -3.56577  0.20
H25 6.95145 1.46817 -2.63609  0.19
H26 5.90400 3.64103 -3.35217  0.22
H27 6.43568 2.68685 -4.74735  0.22
H28 4.72233 2.73913 -4.31227  0.22

Forces on the atoms, in the same order (eV/Å):
C 0.43 -0.06 0.18
C -0.25 0.48 -0.05
O -0.31 -0.35 -0.17
C 0.39 0.06 0.37
O -0.01 0.10 0.01
C -0.10 -0.07 -0.30
C -0.01 0.23 0.13
C -0.02 -0.32 -0.15
C -0.16 0.20 0.30
C 0.31 0.18 -0.30
O -0.26 -0.26 0.03
C -0.12 -0.13 0.06
C 0.30 0.20 0.10
C -0.11 -0.06 -0.01
C -0.05 0.04 -0.06
C 0.12 -0.06 -0.08
C -0.10 0.11 0.16
C 0.05 -0.15 -0.12
C 0.11 0.13 -0.04
C -0.15 -0.15 0.27
O -0.02 -0.05 -0.15
O 0.27 0.18 0.26
C 0.13 -0.05 -0.52
C -0.09 -0.24 0.32
H -0.11 -0.05 0.05
H -0.07 0.08 -0.03
H -0.05 -0.04 -0.12
H 0.07 -0.07 -0.16
H -0.05 -0.07 0.14
H -0.15 0.06 -0.11
H 0.00 -0.04 -0.05
H 0.06 -0.08 0.01
H 0.03 0.08 0.07
H -0.02 0.10 0.03
H -0.01 -0.05 -0.02
H 0.01 -0.05 -0.03
H 0.03 -0.06 0.04
H -0.09 0.07 -0.10
H 0.09 0.07 -0.01
H -0.02 0.05 -0.06
H -0.11 -0.04 -0.06
H 0.08 -0.05 -0.01
H -0.01 -0.04 -0.08
H -0.09 -0.05 0.08
H -0.08 0.07 0.02
H 0.01 0.05 0.10
H 0.07 -0.11 0.11
H 0.11 0.11 0.13
H -0.14 -0.04 -0.03
H 0.05 0.10 0.00
H 0.07 0.02 -0.11
H -0.05 0.02 -0.07


This record from the Open Molecules 2025 dataset describes a single C19H28O5S2 molecule in a non-equilibrium geometry. The level of theory is ωB97M-V/def2-TZVPD.

HOMO energy = -8.477 eV
charge = 0
lowest unoccupied orbital energy = 0.008 hartree
HOMO-LUMO gap = 8.7 eV
SMILES = CC(=O)OC[C@@]1(CCCS)C[C@@H](C)S(=O)(=O)O[C@H]1Cc1ccccc1C
maximum force = 7.2 eV/A

Last column: natural (NBO) charge in e.
Cartesian coordinates (Å):
C1 -0.30920 -1.60813 4.15834  -0.74
C2 0.67757 -1.64374 2.90540  0.78
O1 0.97938 -2.79145 2.45549  -0.56
O2 1.26469 -0.52116 2.26202  -0.52
C3 0.31242 0.54222 1.99964  -0.10
C4 -0.64539 0.28294 0.72726  -0.03
C5 -1.97266 -0.52826 1.18127  -0.46
C6 -2.84458 0.21948 2.30902  -0.44
C7 -4.28190 0.72402 1.70406  -0.51
S1 -4.52245 2.57907 1.98716  -0.09
C8 -1.07930 1.76988 0.20789  -0.45
C9 -1.93435 1.75234 -1.15731  -0.45
C10 -1.41065 2.99007 -2.08482  -0.63
S2 -1.73840 0.22446 -2.19025  2.19
O3 -1.08769 0.47354 -3.53714  -0.90
O4 -3.12797 -0.34579 -2.45147  -0.90
O5 -0.85359 -0.98370 -1.44136  -0.66
C11 0.13171 -0.46122 -0.50350  0.06
C12 1.29228 0.42849 -1.15974  -0.49
C13 2.66116 -0.33600 -1.44993  -0.02
C14 3.98698 0.44323 -1.09685  -0.22
C15 5.40607 -0.17471 -1.37636  -0.23
C16 5.57945 -1.60396 -2.01260  -0.22
C17 4.24342 -2.35637 -2.34728  -0.21
C18 2.82837 -1.74088 -2.07776  -0.01
C19 1.55649 -2.60108 -2.51459  -0.66
H1 -1.40072 -1.62931 3.77270  0.24
H2 -0.17903 -0.65574 4.77499  0.23
H3 -0.22098 -2.54131 4.83380  0.27
H4 -0.24820 0.82411 2.95834  0.21
H5 0.94477 1.47528 1.72987  0.20
H6 -2.69421 -0.72676 0.29696  0.25
H7 -1.73003 -1.57971 1.59690  0.24
H8 -2.34498 1.18876 2.69391  0.22
H9 -3.13372 -0.46103 3.19988  0.22
H10 -4.36140 0.58529 0.57414  0.23
H11 -5.17239 0.20119 2.18852  0.24
H12 -3.88986 3.24563 0.92185  0.13
H13 -0.17792 2.45328 0.03093  0.23
H14 -1.73391 2.32041 0.98985  0.24
H15 -3.05550 1.91360 -0.96986  0.28
H16 -2.19488 3.15271 -2.91995  0.24
H17 -1.24426 3.93368 -1.45563  0.22
H18 -0.41520 2.75975 -2.60147  0.24
H19 0.65023 -1.38934 -0.04363  0.26
H20 0.99905 0.98106 -2.11794  0.26
H21 1.54486 1.25618 -0.38892  0.22
H22 3.93803 1.50735 -0.65875  0.22
H23 6.36134 0.42632 -1.14239  0.22
H24 6.60516 -2.06181 -2.24757  0.23
H25 4.31259 -3.38205 -2.83544  0.22
H26 0.83597 -2.07072 -3.22289  0.25
H27 1.92883 -3.61625 -2.90438  0.23
H28 0.96451 -2.84386 -1.55044  0.22

Forces on the atoms, in the same order (eV/Å):
C -0.57 0.75 -0.14
C 1.01 -4.55 -1.32
O -0.98 4.79 1.68
O -2.29 -1.00 1.14
C 0.40 1.53 -0.63
C -0.57 0.86 0.09
C -0.57 -0.60 0.24
C -1.14 0.62 -0.31
C 0.74 0.27 -0.64
S 0.11 -0.08 -0.47
C -0.55 -0.21 0.23
C 1.26 1.92 0.38
C -0.45 -0.37 -0.55
S -3.06 -2.73 -5.90
O -0.64 0.11 4.29
O 3.75 1.56 2.09
O -0.57 2.53 0.17
C 1.15 -0.33 1.81
C 0.88 0.24 0.27
C 3.97 -0.91 -0.30
C 0.64 -3.28 -1.59
C -2.45 -1.82 -0.93
C -4.56 1.92 0.80
C 0.39 3.33 1.37
C 2.03 1.33 0.15
C 0.57 -0.25 1.32
H 1.87 0.16 0.52
H -0.18 -1.32 -0.78
H 0.38 1.56 -1.44
H 0.49 -0.55 -1.49
H -0.80 -1.65 0.58
H 1.44 0.35 1.27
H 0.04 1.65 -0.92
H -0.68 -1.85 -0.40
H 0.87 1.08 -1.44
H 0.16 -0.12 1.56
H 1.23 0.92 -0.60
H -0.52 -1.24 0.84
H -1.11 -1.22 0.28
H 1.09 -1.02 -1.16
H 1.68 -0.85 -0.40
H 1.40 -0.02 1.41
H -0.60 -1.42 -0.77
H -1.48 0.10 0.85
H -1.02 1.43 -0.85
H 0.03 -0.96 1.28
H -0.27 -1.40 -1.28
H 0.03 -1.94 -0.73
H -1.86 -0.98 -0.33
H -1.85 0.86 0.48
H -0.25 1.56 0.77
H 1.23 -0.71 0.84
H -0.68 1.67 0.29
H 0.83 0.31 -1.61


This record from the Open Molecules 2025 dataset describes a molecular structure, C19H29AuBF2N6O2S in a non-equilibrium geometry. The level of theory is ωB97M-V/def2-TZVPD.

2S+1 = 3
HOMO energy (spin up / spin down) = -11.076 / -11.310 eV
charge = +1
lowest unoccupied orbital energy (spin up / spin down) = -0.068 / -0.170 hartree
HOMO-LUMO gap (spin up / spin down) = 9.2 / 6.7 eV
expectation value of S² = 2.04
maximum force = 2.3 eV/A

Last column: Mulliken spin population.
Cartesian coordinates (Å):
Au1 -0.71939 -1.69310 -0.90409  0.62
C1 1.51969 -0.08571 -2.79331  0.01
N1 2.43130 -1.21501 -2.65741  0.00
C2 3.71202 -1.43171 -3.37605  0.00
C3 4.19599 -2.70770 -2.72313  0.00
N2 3.60631 -2.67276 -1.35421  0.00
C4 3.58189 -3.98166 -0.76139  0.00
C5 2.43149 -1.91401 -1.47501  -0.02
N3 1.46601 -1.88849 -0.58247  0.02
C6 1.67745 -2.39997 0.78130  0.02
C7 0.63349 -1.74525 1.71973  -0.01
N4 -0.71022 -2.13456 1.22321  0.20
C8 -1.82967 -2.04953 1.92783  0.01
N5 -2.89904 -2.84196 1.61421  0.01
C9 -2.84125 -4.07513 0.88473  0.00
C10 -4.03873 -2.44770 2.41620  0.00
C11 -3.41440 -1.58631 3.47556  0.00
N6 -2.09275 -1.22622 2.93514  0.02
C12 -1.50025 0.11158 3.07984  -0.02
H1 0.48395 -0.42527 -2.85714  0.01
H2 1.85543 0.36308 -3.72212  0.01
H3 1.67465 0.59571 -1.98037  0.01
H4 4.33988 -0.55685 -3.29197  0.00
H5 3.49374 -1.59907 -4.43549  0.00
H6 5.29121 -2.75004 -2.68349  0.00
H7 3.74411 -3.56596 -3.22421  0.00
H8 4.43794 -4.55167 -1.05686  0.00
H9 2.71160 -4.59886 -1.11023  0.00
H10 3.71158 -4.03305 0.32319  0.00
H11 2.68982 -2.16773 1.18568  0.00
H12 1.47674 -3.46933 0.85449  0.00
H13 0.81150 -0.67562 1.74589  0.00
H14 0.77362 -2.15820 2.77769  0.01
H15 -1.82048 -4.32963 0.66165  0.00
H16 -3.35532 -4.00536 -0.04827  0.00
H17 -3.30834 -4.90238 1.47096  0.00
H18 -4.48126 -3.33831 2.81735  0.00
H19 -4.89954 -2.01093 1.95805  0.00
H20 -3.28807 -2.12729 4.39649  0.00
H21 -4.00065 -0.67868 3.64958  0.00
H22 -2.05735 0.63526 3.84313  0.00
H23 -1.49012 0.60322 2.10669  0.01
H24 -0.45897 0.08073 3.42425  0.00
O1 -0.63518 9.05518 -1.22087  0.00
C13 -0.88176 8.16870 -0.16324  -0.01
O2 -1.42220 8.56702 0.80019  0.02
C14 -0.43335 6.74196 -0.33553  0.16
C15 -0.48889 6.14653 -1.56788  -0.08
C16 -0.26531 4.77949 -1.72206  0.16
C17 0.08872 4.05896 -0.59452  -0.06
S1 0.08605 2.38068 -0.58041  0.73
C18 0.27810 4.68406 0.69440  0.14
C19 0.01527 6.03005 0.80903  -0.07
H25 0.01120 8.61424 -1.82577  0.00
H26 -0.79320 6.73055 -2.44790  0.00
H27 -0.43986 4.28990 -2.64254  0.00
H28 0.54171 4.10547 1.62576  0.00
H29 0.17695 6.57272 1.77481  0.00
F1 -3.08327 -0.36610 -0.01810  0.01
B1 -2.70193 -1.22977 -0.98022  0.08
F2 -3.59867 -1.67821 -1.84077  0.01

Forces on the atoms, in the same order (eV/Å):
Au 0.33 0.09 0.12
C 1.21 -0.69 -0.97
N -0.17 -1.30 1.77
C -1.60 0.07 -0.33
C 0.20 0.47 0.67
N -0.21 1.03 -1.01
C -0.69 -1.38 0.49
C 0.52 -0.69 0.12
N 0.20 0.17 -0.35
C -0.26 0.47 0.68
C -0.10 -1.01 0.79
N 0.68 0.13 0.13
C 0.47 -0.63 -1.35
N 0.46 1.10 0.23
C -0.32 -0.82 0.67
C -0.10 -1.07 0.41
C -0.06 1.18 0.43
N -0.19 0.11 0.47
C 0.51 -0.68 -0.11
H 0.03 0.19 -0.09
H -0.54 0.46 -0.17
H -0.20 0.46 0.43
H 0.46 0.13 0.27
H 0.15 0.10 0.10
H -0.36 -0.29 -0.02
H 0.35 -0.11 -0.25
H 0.71 -0.03 -0.72
H 0.42 0.58 0.50
H -0.62 0.47 -0.10
H -0.60 -0.17 -0.46
H 0.27 -0.12 -0.15
H -0.14 0.31 -0.05
H -0.15 0.51 -1.33
H 0.45 -0.04 0.09
H -0.52 0.07 -0.74
H 0.34 0.59 -0.30
H -0.01 -0.68 0.66
H -0.08 0.83 -1.23
H 0.01 -0.11 0.54
H 0.16 -0.17 0.11
H -0.24 0.28 -0.13
H -0.27 0.28 0.11
H -0.26 -0.25 0.01
O 0.69 -1.85 0.29
C 0.99 0.76 -1.90
O -0.75 0.28 1.36
C 0.53 0.46 0.91
C -0.38 -0.34 -1.40
C 0.02 1.43 0.82
C 0.08 -0.40 1.97
S 0.08 -1.14 -0.32
C -0.10 0.35 0.24
C 0.11 0.55 0.44
H -0.74 0.66 0.51
H 0.02 -0.28 0.45
H 0.00 -0.43 -0.78
H -0.18 0.47 -1.49
H -0.45 -0.56 -1.03
F -0.41 -0.24 -0.51
B 0.30 0.23 0.17
F -0.06 0.18 0.31


Question: The lowest maximum force belongs to which entry?
Answer: C19H28O5